Record 1
Computed, not measured: 3 unconnected molecules or ions with the total composition C4H13NO3 at a distorted geometry, with ωB97M-V/def2-TZVPD.

Summary:
energy above the lowest of the compared OMol25 structures with the same formula, charge and spin = 9.162 eV
HOMO-LUMO gap = 3.24 eV

Geometry as ORCA input:
```
! wB97M-V def2-TZVPD RIJCOSX def2/J DEFGRID3
* xyz 0 1
H 1.444 0.264 -1.232
C 1.931 -0.533 -0.691
H 0.553 2.376 1.248
H -0.276 0.258 -0.728
H -3.450 1.533 -1.648
H 2.379 -0.562 1.342
H 1.094 -2.379 -0.165
H -3.364 -1.685 -1.218
C -0.657 0.176 0.296
H 1.826 1.738 0.220
O 0.817 -2.064 0.706
C 1.501 -0.803 0.693
H -1.332 0.947 0.673
O -2.813 1.080 -1.085
H -1.155 -0.719 0.612
O -2.452 -1.472 -1.011
C 1.251 1.550 1.141
H 2.009 1.631 1.925
N 0.579 0.261 1.129
H 2.672 -1.132 -1.209
H -2.558 -0.464 -1.000
*
```

***

Record 2
Computed, not measured: 15 unconnected molecules or ions with the total composition C47H99BN3O28S5 at a distorted geometry, with ωB97M-V/def2-TZVPD.

Summary:
HOMO-LUMO gap (spin up / spin down) = 2.82 / 6.89 eV
<S²> = 0.75

Geometry as ORCA input:
```
! wB97M-V def2-TZVPD RIJCOSX def2/J DEFGRID3
* xyz -2 2
H -14.359 26.727 -4.950
C -15.640 19.847 -12.176
H -21.537 28.814 -12.465
H -21.159 25.198 -6.645
C -20.520 23.754 -14.487
N -15.089 24.840 -13.423
C -10.724 22.212 -6.301
C -25.117 22.927 -10.257
H -14.619 23.231 -14.836
H -20.429 21.798 -7.368
C -20.854 27.146 -8.700
H -22.878 21.830 -10.022
H -20.869 22.107 -2.333
B -16.291 23.348 -8.644
H -21.352 22.293 -17.128
O -19.708 23.820 -9.103
H -11.229 23.057 -5.834
H -14.055 25.016 -5.317
C -21.418 27.788 -12.813
H -14.085 25.210 -11.717
O -19.191 22.563 -3.952
H -17.476 20.939 -12.184
C -20.270 28.580 -8.567
H -20.498 23.911 -5.466
H -20.860 18.454 -6.968
H -11.148 24.801 -8.263
O -13.207 22.409 -0.817
O -24.003 23.586 -9.902
H -19.640 20.294 -6.708
O -15.929 18.683 -12.978
H -21.218 26.860 -7.714
H -9.762 19.242 -6.927
N -14.194 25.530 -3.152
H -19.589 24.335 -12.667
O -16.326 24.419 -9.627
H -20.496 21.447 -5.692
C -22.374 23.116 -11.649
H -15.959 21.940 -11.970
S -12.691 21.325 -1.794
H -8.191 19.426 -6.218
H -26.228 24.662 -9.646
H -22.359 27.570 -13.319
H -10.442 22.194 -1.965
H -20.144 26.379 -9.010
C -11.983 25.018 -8.929
C -22.367 21.056 -15.758
H -15.638 24.427 -2.060
H -10.838 21.119 -11.734
H -16.288 25.845 -2.956
H -12.429 20.338 -11.512
O -14.657 17.208 -11.848
C -14.541 21.855 -8.390
C -13.555 27.004 -7.894
C -19.316 23.848 -13.603
O -12.079 25.676 -2.513
H -12.548 21.352 -4.286
C -13.256 25.605 -2.198
O -20.092 29.190 -14.765
C -12.912 22.038 -3.520
C -10.878 21.216 -1.760
H -17.418 27.125 -7.742
H -22.796 30.424 -6.141
O -8.365 22.099 -5.079
H -16.472 21.756 -3.678
H -17.095 25.627 -13.218
S -10.443 18.812 -11.403
H -23.624 20.518 -5.879
H -14.649 24.929 -15.417
H -22.782 22.069 -6.335
H -16.506 28.159 -6.501
O -17.733 23.017 -8.456
H -21.302 22.918 -11.656
C -23.018 21.043 -6.617
O -18.071 23.850 -2.312
H -11.444 21.494 -6.693
H -27.017 23.764 -10.877
H -11.789 24.534 -9.886
O -21.079 29.444 -7.766
H -16.310 15.560 -13.062
H -15.871 24.442 -3.724
H -21.921 24.951 -5.098
C -20.225 22.816 -1.812
H -27.015 22.990 -9.322
C -19.060 23.200 -2.727
H -16.350 21.279 -13.577
S -20.009 27.902 -13.981
H -16.159 24.084 -15.042
H -12.400 22.995 -3.615
C -16.002 16.435 -13.634
H -22.452 23.210 -16.045
N -21.791 20.280 -6.743
C -16.997 27.215 -6.741
H -19.322 28.511 -8.034
H -14.577 20.074 -12.253
H -13.953 22.305 -3.702
O -13.137 26.878 -10.500
C -20.966 24.883 -5.620
C -14.019 24.580 -12.617
S -12.350 26.812 -9.201
H -12.653 17.937 -10.594
C -21.863 18.906 -6.923
C -11.400 20.385 -11.156
H -18.604 23.023 -13.559
H -18.478 28.248 -5.792
H -17.883 27.073 -4.660
C -18.074 27.238 -5.721
H -17.815 23.637 -5.043
H -10.147 22.723 -7.072
C -22.159 30.066 -8.230
C -16.053 25.945 -13.182
H -19.890 22.551 -0.809
H -14.113 26.069 -7.953
H -16.881 16.762 -14.189
H -21.706 27.137 -9.379
H -18.676 22.369 -5.875
O -20.111 26.309 -3.956
C -21.706 22.417 -16.105
H -15.256 16.083 -14.346
H -14.264 27.810 -8.086
O -10.399 18.565 -12.900
H -18.750 24.675 -14.033
H -21.694 20.242 -16.028
H -11.313 17.538 -9.495
H -16.239 26.439 -6.637
O -22.561 30.062 -9.403
O -22.921 18.338 -6.949
C -23.066 30.702 -7.160
C -9.042 19.991 -6.598
C -15.509 25.084 -2.921
H -17.237 20.596 -4.706
H -22.317 21.000 -14.671
H -20.034 28.975 -9.555
C -20.031 25.951 -5.120
H -22.900 22.443 -12.326
H -24.064 30.276 -7.267
O -13.766 20.964 -8.622
H -10.508 20.996 -0.758
C -15.478 17.497 -12.708
H -10.424 20.497 -2.441
O -21.366 24.611 -14.616
C -20.499 20.965 -6.669
H -11.536 16.624 -10.982
H -13.674 25.428 -1.195
H -18.413 27.527 -11.973
O -15.594 23.617 -7.343
C -16.451 21.126 -12.503
C -15.114 24.199 -14.755
H -16.158 21.800 -5.411
C -18.496 23.866 -9.077
H -15.978 26.842 -13.797
O -13.197 23.729 -12.880
C -13.872 25.817 -4.601
H -17.934 28.793 -13.098
C -26.427 23.641 -9.969
H -22.990 31.788 -7.224
H -23.387 21.042 -16.143
C -18.124 22.595 -4.963
H -11.358 20.593 -10.087
H -22.643 24.125 -11.964
O -13.863 22.848 -6.211
H -12.933 27.010 -6.999
O -15.583 22.153 -9.168
S -9.590 21.210 -5.216
H -23.438 21.198 -7.611
C -11.613 17.618 -10.540
H -15.805 19.566 -11.136
H -20.710 23.788 -1.897
O -17.971 25.721 -10.572
H -8.650 20.506 -7.475
H -12.873 24.556 -8.501
H -12.818 26.087 -4.669
O -20.580 22.637 -15.229
O -19.170 26.386 -6.096
H -16.024 26.288 -12.148
C -22.769 22.906 -10.161
O -25.220 21.805 -10.779
C -18.793 28.298 -12.644
C -16.932 21.642 -4.660
H -21.944 23.288 -9.560
H -19.249 29.105 -12.070
C -14.581 22.845 -7.163
H -21.316 27.066 -12.003
C -17.557 24.759 -9.926
*
```

***

Record 3
Computed, not measured: a molecular structure, C32H29AuBrF5N4O3S2Te at a distorted geometry, with ωB97M-V/def2-TZVPD.

Summary:
HOMO-LUMO gap (spin up / spin down) = 5.77 / 4.80 eV
<S²> = 2.06

Geometry as ORCA input:
```
! wB97M-V def2-TZVPD RIJCOSX def2/J DEFGRID3
* xyz 2 3
C 1.986 -3.609 -1.563
C -4.624 4.036 5.168
H -3.396 -5.945 1.761
F 2.328 4.480 -2.475
C 2.409 -5.589 -0.438
H 2.909 -6.518 -0.653
H 1.971 -5.690 -4.218
H -1.682 -5.714 -0.365
C -4.152 7.264 1.345
C -5.093 5.993 3.117
H 3.910 -4.223 -3.127
H 3.384 -9.712 -5.012
Au 0.753 -0.438 -1.853
H 0.162 -4.001 4.546
C 0.260 7.394 -0.070
H -6.029 5.877 3.618
F 0.768 3.052 -1.178
C -2.570 -5.481 2.264
C -1.291 -4.855 0.137
Br -6.770 8.019 1.920
F 2.918 2.525 -4.157
C 0.652 -3.525 -0.830
Te 1.768 2.784 -2.677
H -1.958 -4.855 5.544
O -1.498 5.150 2.706
H 1.630 10.475 -2.157
H 0.803 -6.406 0.554
C 1.122 9.674 -1.557
F 3.010 2.155 -1.454
H 2.878 8.533 -1.928
H 2.843 -4.935 0.405
C -5.242 6.955 2.141
C 2.647 -6.500 -3.919
C -3.836 5.294 3.299
C -0.443 -4.396 2.510
O -3.652 4.347 4.236
S -0.201 -2.113 -0.532
H -5.046 4.891 5.707
H -1.932 -3.991 -0.181
N -1.877 8.358 0.046
H 4.809 -5.043 -1.850
C -1.766 -4.965 4.482
H -0.891 10.361 -1.746
C 2.537 -7.728 -4.678
F 0.457 3.597 -3.676
C -0.242 9.626 -1.234
H 2.301 6.534 -0.672
H -3.678 -5.925 4.068
H -1.252 5.094 3.645
H 5.485 -7.109 -2.271
C -0.692 8.595 -0.384
C -1.413 -4.929 1.666
H 5.318 -9.325 -3.485
C 4.662 -7.345 -2.910
C 2.049 8.529 -1.324
C 3.711 -6.376 -3.053
C -0.584 -4.472 3.875
C -2.698 5.685 2.489
H -4.134 3.326 5.872
H 0.738 -6.586 -1.235
H -4.188 7.999 0.554
H -5.413 3.492 4.713
C -2.857 6.718 1.589
C 1.545 7.343 -0.531
H 1.801 -7.795 -5.474
C 0.926 -5.880 -0.378
N -0.469 6.679 0.820
C 3.860 -5.068 -2.380
C 4.546 -8.577 -3.568
C -1.730 7.222 0.863
H 0.132 6.205 1.530
H 0.461 -3.972 2.126
O 0.884 1.216 -3.006
N 0.128 -4.627 -0.325
C -2.766 -5.515 3.696
N 2.717 -4.724 -1.514
C 3.470 -8.746 -4.498
S 2.418 -2.271 -2.470
*
```

***

Record 4
Computed, not measured: a molecular structure, C38H57BMnN7O3S4SeSiTe at a distorted geometry, with ωB97M-V/def2-TZVPD.

Summary:
energy above the lowest of the compared OMol25 structures with the same formula, charge and spin = 0.000 eV
HOMO-LUMO gap (spin up / spin down) = 6.99 / 7.24 eV
<S²> = 8.76

Geometry as ORCA input:
```
! wB97M-V def2-TZVPD RIJCOSX def2/J DEFGRID3
* xyz -1 6
H 4.398 2.011 2.952
H 1.557 4.174 4.290
C -0.117 2.335 -2.324
H 3.915 4.767 1.718
C 0.359 3.576 -1.919
C 3.804 -1.126 -5.198
H -4.709 -2.249 -2.499
H -1.594 2.363 -0.948
C 3.998 0.289 -3.263
Se -1.449 -1.560 -1.766
H 2.792 3.579 -0.092
H -1.477 -5.399 3.215
H 0.724 -4.860 0.175
C 0.306 2.409 4.623
N -2.234 0.479 3.784
H -0.200 -3.358 0.309
H 6.302 1.116 -5.601
H 3.021 1.705 -1.969
C 0.946 -3.033 4.192
B -0.820 0.162 4.327
H 1.756 2.186 0.233
H -5.448 -0.004 3.910
H 5.201 -0.765 -6.780
H -0.490 -4.368 -3.566
H -0.910 0.205 5.535
H 1.673 -3.755 4.504
H -4.831 -0.472 0.287
N -0.354 -1.268 3.968
H -3.412 0.550 0.073
O 3.543 3.583 -5.754
S -1.834 -1.853 1.732
N 0.120 -3.211 3.095
Mn -0.585 -0.161 -0.021
C 4.872 -0.476 -5.790
H -6.681 1.548 2.696
H 1.235 -1.186 -3.820
H 3.297 -1.929 -5.721
H 1.821 1.935 -5.079
C 5.058 0.953 -3.873
C 1.381 4.191 -2.617
H 0.012 0.770 -3.772
H -1.193 -5.945 1.554
C -0.671 -2.111 2.963
C -2.655 1.079 2.654
C -1.222 -5.072 2.205
S 1.427 0.025 1.772
H 0.947 -5.740 3.726
H -1.994 -4.393 1.846
O 4.298 4.501 -3.612
N -4.005 0.943 2.599
C 1.120 1.270 2.910
C -1.473 -4.088 -3.946
H -3.047 -4.104 -0.294
H -4.779 -3.632 -3.609
H -1.331 -3.349 -4.736
H 4.709 2.540 1.290
C -4.423 0.235 3.714
H -1.777 1.167 -2.079
C 5.499 0.570 -5.126
Te 2.088 -0.745 -1.296
H -1.830 -5.155 -1.018
H 3.663 4.382 3.420
H 1.493 -3.400 0.821
C -4.778 2.857 1.262
C -4.492 0.562 0.215
H 4.314 0.781 -1.178
H -5.474 3.156 0.479
H -0.066 4.048 -1.039
H 5.505 1.807 -3.378
H 2.192 -4.987 2.698
C -6.339 1.016 1.808
C -4.885 1.347 1.468
C 2.085 3.148 0.618
C 3.185 4.404 2.440
H 2.357 5.113 2.455
H -6.495 -0.054 1.942
C 3.965 2.101 1.954
C 1.182 -5.398 2.717
S 3.240 4.437 -4.617
Si -2.514 -3.360 -2.576
C -4.161 -2.799 -3.265
O 2.678 5.733 -4.964
H -5.044 3.381 2.182
N 1.740 2.478 2.961
S -1.660 1.879 1.516
H -3.770 3.151 0.974
H -1.942 -4.974 -4.382
C 2.167 -1.430 -3.310
H -6.954 1.335 0.968
C 0.649 -1.835 4.722
H 3.712 1.107 1.592
H 1.074 -1.325 5.566
C 1.909 3.596 -3.755
C 0.562 -3.970 0.787
H 1.775 5.148 -2.300
C -3.326 -0.044 4.439
H -3.220 -0.583 5.361
C 3.358 -0.750 -3.933
H -3.534 -5.355 -1.456
H 1.164 -6.264 2.058
H -4.947 1.019 -0.665
C 1.230 3.188 4.033
C 0.401 1.736 -3.463
C 0.149 -4.399 2.195
N -1.101 1.681 -1.515
H 2.278 -2.513 -3.301
H -3.990 -2.124 -4.104
H 1.219 3.805 0.689
C 2.741 3.014 1.987
N 0.243 1.220 3.934
C 3.508 0.732 -1.908
C 1.400 2.380 -4.188
H -0.315 2.592 5.480
C -2.763 -4.621 -1.211
*
```

***

Record 5
Computed, not measured: 2 unconnected molecules or ions with the total composition C30H29BO5 at a distorted geometry, with ωB97M-V/def2-TZVPD.

Summary:
energy above the lowest of the compared OMol25 structures with the same formula, charge and spin = 0.000 eV
HOMO-LUMO gap = 2.37 eV

Geometry as ORCA input:
```
! wB97M-V def2-TZVPD RIJCOSX def2/J DEFGRID3
* xyz 0 1
H -5.819 4.155 -4.332
C -1.867 -0.547 0.873
C 2.599 -3.527 -2.456
H -0.018 -0.985 1.312
C -6.284 1.847 -2.154
O -1.863 1.647 -0.336
H 2.202 -4.935 1.802
H 1.781 -0.206 3.356
C -4.092 1.384 -1.719
H -0.155 0.923 0.550
C 5.447 4.211 1.177
C -6.120 3.111 -4.236
C -1.260 0.947 0.722
C -5.408 1.212 -1.271
H -1.413 1.447 1.708
C 1.871 -3.621 3.503
H 3.023 -4.266 -3.131
H -7.172 3.118 -3.911
C 3.940 1.875 1.206
C -5.494 2.380 -3.143
H 2.458 3.402 -1.481
O 4.436 3.983 0.135
C 2.209 -2.267 -2.953
C -0.991 -1.327 1.767
C 2.084 0.524 0.373
C 1.492 -1.642 -0.717
H 1.334 -0.355 -2.487
C 3.249 0.683 1.170
C 1.306 -0.735 0.463
H 4.704 2.008 1.973
C -1.890 -1.267 -0.538
H -5.721 0.722 -0.368
H -0.848 -1.543 -0.831
C 3.662 2.874 0.255
H -3.760 -1.453 1.315
C 1.858 -1.243 3.036
H 6.164 3.373 1.236
C 2.012 -2.893 -0.231
H 4.947 4.402 2.143
B -2.912 0.740 -0.710
C 1.643 -1.323 -2.081
H -6.100 2.564 -5.181
H -1.058 -1.030 2.831
C -3.329 -0.429 1.344
O -2.490 -0.423 -1.487
H 5.986 5.098 0.858
H 2.703 -4.850 -0.678
H -1.175 -2.408 1.660
H -3.291 -0.044 2.384
O -3.862 0.444 0.424
H 1.712 -4.433 4.215
H -2.456 -2.222 -0.414
O -4.151 2.114 -2.911
H 1.042 1.386 -1.346
C 2.643 2.648 -0.711
H 2.320 -2.019 -4.018
H -7.364 1.931 -2.118
C 1.878 1.500 -0.638
C 2.117 -2.865 1.235
C 2.075 -3.912 2.149
C 1.938 -1.546 1.664
H 1.657 -2.088 5.028
C 2.459 -3.872 -1.104
H 3.615 -0.081 1.860
C 1.799 -2.293 3.963
*
```